Entry 1:
Molecular formula: C4H2O2
Method: DFT, wB97M-V/def2-TZVPD

```
8
C4H2O2 | OMol25 | wB97M-V/def2-TZVPD
O 2.1687 -1.7294 0.2949
C 1.4389 -0.9719 -0.2034
C 0.7130 -0.1856 -0.9826
C -0.3696 0.5425 -0.7228
C -0.8902 0.4645 0.6821
O -1.9859 0.0431 0.9557
H -0.9253 1.0911 -1.4814
H -0.1495 0.7457 1.4575
```

Summary:
**Kohn-Sham gap**: 8.35 eV
**HOMO**: -9.58 eV
**Relative energy (zero: lowest compared OMol25 entry of this formula, charge and spin)**: 0.276 eV

=====

Entry 2:
Molecular formula: C4H2O2
Method: DFT, wB97M-V/def2-TZVPD

```
8
C4H2O2 | OMol25 | wB97M-V/def2-TZVPD
O -0.8829 2.7066 0.8388
C -0.2439 1.8044 0.4599
C 0.6779 0.9505 0.0843
C 0.8058 -0.3346 -0.2339
C -0.4048 -1.2190 -0.2513
O -0.3574 -2.3934 0.0128
H 1.7662 -0.8139 -0.4320
H -1.3610 -0.7006 -0.4786
```

Summary:
**Kohn-Sham gap**: 8.08 eV
**HOMO**: -9.64 eV
**Relative energy (zero: lowest compared OMol25 entry of this formula, charge and spin)**: 0.111 eV

=====

Entry 3:
Molecular formula: C4H2O2
Method: DFT, wB97M-V/def2-TZVPD

```
8
C4H2O2 | OMol25 | wB97M-V/def2-TZVPD
O -2.3163 -1.5624 -1.2584
C -2.2639 -0.6468 -0.5818
C -0.1339 0.1574 0.1059
O -0.8010 1.0677 0.7428
C 1.2722 0.2226 0.2227
C 2.4668 0.0363 0.1470
H -1.7467 0.8364 0.5292
H 3.5228 -0.1113 0.0926
```

Summary:
**Kohn-Sham gap**: 8.37 eV
**HOMO**: -8.75 eV
**Relative energy (zero: lowest compared OMol25 entry of this formula, charge and spin)**: 2.203 eV

=====

Entry 4:
Molecular formula: C4H2O2
Method: DFT, wB97M-V/def2-TZVPD

```
8
C4H2O2 | OMol25 | wB97M-V/def2-TZVPD
O -2.8122 -0.0366 -0.2854
C -1.6698 0.0554 -0.0391
C -0.4512 -0.7357 0.1103
C -0.5102 0.7914 0.2689
C 0.7788 0.0201 0.3647
O 1.8780 0.1074 -0.5006
H 1.1567 -0.0851 1.4523
H 1.6299 -0.1168 -1.3711
```

Summary:
**Kohn-Sham gap**: 10.45 eV
**HOMO**: -10.65 eV
**Relative energy (zero: lowest compared OMol25 entry of this formula, charge and spin)**: 2.457 eV

=====

Entry 5:
Molecular formula: C4H2O2
Method: DFT, wB97M-V/def2-TZVPD

```
8
C4H2O2 | OMol25 | wB97M-V/def2-TZVPD
O 0.9670 -0.1876 2.7705
C 0.2772 -0.1748 1.8325
C -0.6846 -0.1401 0.9357
C -0.8206 -0.0292 -0.3786
C 0.3907 0.1056 -1.2474
O 0.3953 0.7343 -2.2752
H -1.7910 0.0705 -0.8612
H 1.2969 -0.3853 -0.8378
```

Summary:
**Kohn-Sham gap**: 8.10 eV
**HOMO**: -9.63 eV
**Relative energy (zero: lowest compared OMol25 entry of this formula, charge and spin)**: 0.105 eV

=====

Entry 6:
Molecular formula: C4H2O2Tl
Method: DFT, wB97M-V/def2-TZVPD

```
9
C4H2O2Tl | OMol25 | wB97M-V/def2-TZVPD
O 0.3969 0.3991 2.6145
C 0.4568 -0.2506 1.5446
H 0.7755 -1.3180 1.5770
C -0.0087 -0.2777 -1.2318
C -0.2807 1.0836 -0.6880
C 0.0847 0.1996 0.2827
O -0.9447 2.1591 -0.5849
Tl -1.4311 -1.6255 -1.7407
H 0.9513 -0.3695 -1.7733
```

Summary:
**Kohn-Sham gap (alpha / beta)**: 6.74 / 6.53 eV
**HOMO (alpha / beta)**: -14.26 / -14.67 eV
**Charge**: +1
**Relative energy (zero: lowest compared OMol25 entry of this formula, charge and spin)**: 3.347 eV

=====

Entry 7:
Molecular formula: C4H2O2Y
Method: DFT, wB97M-V/def2-TZVPD

```
9
C4H2O2Y | OMol25 | wB97M-V/def2-TZVPD
O -0.9141 1.3655 0.3041
C -1.6359 0.3770 0.2222
H -2.4622 0.2599 0.9421
C -1.2593 -0.8138 -0.4938
C -0.4894 -1.6454 -0.9421
H -1.0126 -2.5642 -1.3746
C 3.6926 0.0499 0.9594
O 2.8390 0.7246 0.6332
Y 1.2418 2.2466 -0.2506
```

Summary:
**Kohn-Sham gap**: 6.54 eV
**HOMO**: -23.28 eV
**Charge**: +3

=====

Entry 8:
Molecular formula: C4H2O3
Method: DFT, wB97M-V/def2-TZVPD

```
9
C4H2O3 | OMol25 | wB97M-V/def2-TZVPD
C 2.4198 -0.5538 0.0319
C 1.3487 -0.0124 0.2117
C 0.2333 0.6403 -0.0806
O 0.1653 1.8169 -0.1535
C -0.9671 -0.1790 0.0304
O -2.1533 0.1803 0.1822
O -0.5616 -1.5414 -0.1512
H 3.4214 -0.8024 0.1184
H -1.2327 -2.2143 -0.2992
```

Summary:
**Kohn-Sham gap**: 9.58 eV
**HOMO**: -10.85 eV
**Relative energy (zero: lowest compared OMol25 entry of this formula, charge and spin)**: 3.164 eV

=====

Number 1: molar mass 82.06 g mol⁻¹. Number 2: molar mass 82.06 g mol⁻¹. Number 3: molar mass 82.06 g mol⁻¹. Number 4: molar mass 82.06 g mol⁻¹. Number 5: molar mass 82.06 g mol⁻¹. Number 6: molar mass 286.44 g mol⁻¹. Number 7: molar mass 170.96 g mol⁻¹. Number 8: molar mass 98.06 g mol⁻¹.